70
Properties=species:S:1:pos:R:3:mulliken_charge:R:1 method="wB97M-V/def2-TZVPD" e_homo_ev=-12.31 e_tot_ha=-4952.32921 charge=+1 orbital_gap_ev=6.471
O -2.5570 0.6376 -1.4512 -0.405
C -2.5413 0.2638 -2.5919 0.217
Br -3.2195 -1.4902 -3.0324 -0.102
C -2.0032 1.2013 -3.6844 -0.664
N -1.4950 0.4899 -4.8680 0.805
N -2.4525 0.0456 -5.6657 -0.940
C -2.0578 -0.6256 -6.7034 -0.322
C -0.7560 -0.8944 -7.0829 -0.455
C 0.2093 -0.4297 -6.2503 -0.529
C -0.2269 0.2448 -5.1409 0.847
C 0.8613 0.7654 -4.1779 0.322
F 2.0620 0.4563 -4.6951 -0.333
F 0.8414 2.0985 -4.1240 -0.269
C 0.8355 0.1236 -2.7518 1.114
F 0.3182 0.9449 -1.8571 -0.281
F 0.0833 -0.9881 -2.8546 -0.294
C 2.2172 -0.3326 -2.2017 0.425
F 2.6654 -1.4044 -2.8177 -0.254
F 3.1001 0.6410 -2.1981 -0.256
F 1.9786 -0.6873 -0.9283 -0.124
H -1.3120 1.9339 -3.2934 0.499
H -2.8705 1.7486 -4.0468 0.420
H -2.8458 -1.0093 -7.3338 0.469
H -0.5111 -1.4353 -7.9793 0.460
H 1.2460 -0.6166 -6.4578 0.563
C -1.4899 1.2337 1.7248 -1.069
C -2.9874 1.0831 1.5453 -0.150
O -3.5064 0.0094 2.3386 -0.365
C -3.6264 0.2324 3.6476 0.758
O -3.3686 1.2515 4.2251 -0.541
O -4.0577 -0.9037 4.2002 -0.321
C -4.1364 -0.8691 5.6306 -0.754
H -0.9859 0.2850 1.5231 0.167
H -1.0988 1.9953 1.0486 0.379
H -1.2393 1.5223 2.7441 0.491
H -3.2042 0.8183 0.5182 0.159
H -3.5124 2.0135 1.7659 0.429
H -4.7449 -0.0341 5.9691 0.365
H -3.1375 -0.8089 6.0596 0.317
H -4.6027 -1.7993 5.9430 0.232
C 1.6085 -3.8420 -0.1700 -0.836
C 1.2272 -4.9089 0.8368 -0.377
O 0.4800 -4.3658 1.9310 -0.383
C -0.7936 -4.0696 1.6672 0.831
O -1.3534 -4.2349 0.6129 -0.594
O -1.3299 -3.5470 2.7636 -0.369
C -2.6818 -3.0927 2.6013 -0.348
H 2.1425 -3.0280 0.3236 0.203
H 2.2454 -4.2638 -0.9483 0.431
H 0.7242 -3.4139 -0.6426 0.198
H 2.1262 -5.3357 1.2770 0.327
H 0.6720 -5.7223 0.3698 0.334
H -3.3176 -3.8892 2.2184 0.307
H -2.7079 -2.2334 1.9381 0.156
H -3.0405 -2.7965 3.5739 0.118
C 4.5797 5.6127 2.7788 -1.094
C 4.1943 4.5875 3.8242 -0.170
O 3.2183 3.6564 3.3287 -0.369
C 3.6805 2.7282 2.4986 0.669
O 4.8207 2.5880 2.1452 -0.556
O 2.6501 1.9681 2.1141 -0.275
C 2.9917 0.9761 1.1468 -0.489
H 3.6918 6.1204 2.3990 0.288
H 5.2562 6.3530 3.2047 0.358
H 5.0756 5.1437 1.9301 0.313
H 3.7226 5.0834 4.6700 0.293
H 5.0644 4.0509 4.2018 0.315
H 3.8141 0.3538 1.4958 0.316
H 3.2517 1.4514 0.2041 0.271
H 2.1157 0.3589 1.0099 0.124



60
Properties=species:S:1:pos:R:3:mulliken_charge:R:1 method="wB97M-V/def2-TZVPD" e_homo_ev=-12.01 e_tot_ha=-4982.89595 charge=+1 orbital_gap_ev=8.596
C 3.6648 -1.6634 1.7730 -0.822
C 3.6359 -1.5400 0.1297 -0.361
C 2.5812 -0.4442 -0.4576 -0.577
Br 2.7801 1.3510 0.4845 -0.069
C 1.0019 -0.9277 -0.4961 -0.018
C 0.8073 -2.5186 -0.9107 -0.846
C 0.4728 -3.4921 0.3755 -0.347
C -0.8831 -2.8911 1.0866 -0.218
C -1.0433 -1.2638 1.0054 -0.268
P -1.6983 -0.5244 2.6903 0.114
O -2.8545 -1.6289 3.4266 -0.490
I -2.8095 1.6587 2.1784 0.024
N 0.2332 -0.5026 0.7320 0.052
H 4.6850 -1.2046 2.1903 0.286
H 2.7802 -1.0574 2.2415 0.172
H 3.5578 -2.7981 2.1112 0.257
H 3.5433 -2.6260 -0.3064 0.228
H 4.7340 -1.1804 -0.1738 0.409
H 2.8668 -0.2234 -1.5956 0.462
H 0.5173 -0.3183 -1.4027 0.149
H 1.7604 -2.8788 -1.5238 0.332
H -0.0952 -2.6243 -1.6854 0.383
H 0.2818 -4.5669 -0.0589 0.354
H 1.4005 -3.4565 1.0946 0.121
H -0.8894 -3.2961 2.2037 0.387
H -1.8128 -3.3878 0.5351 -0.170
H -1.8384 -0.9582 0.1827 0.374
H -2.5524 -1.6749 4.3833 0.365
H 0.7766 -0.4782 1.6206 0.431
H -0.0686 0.5025 0.5514 0.305
C 4.2599 4.9017 -0.4298 -0.003
C 4.5143 5.2840 -1.8478 0.264
O 3.6942 6.4149 -2.0364 -0.293
C 3.6049 6.9970 -0.8077 0.617
O 3.2129 8.1362 -0.6169 -0.529
O 4.0159 6.1507 0.1855 -0.316
F 4.1000 4.3120 -2.6911 -0.271
H 3.3782 4.2623 -0.3151 -0.096
H 5.1181 4.4010 0.0264 0.299
H 5.5562 5.5449 -2.0624 0.277
C -1.7821 5.7083 -0.9946 -0.405
C -3.0599 5.0058 -1.3036 0.340
O -2.6413 3.7194 -1.6998 -0.264
C -1.4776 3.5019 -1.0251 0.563
O -0.9586 2.4061 -0.8913 -0.544
O -0.9661 4.6611 -0.5094 -0.260
F -3.6905 5.5888 -2.3477 -0.279
H -1.3162 6.1500 -1.8819 0.301
H -1.9086 6.4888 -0.2395 0.270
H -3.7445 4.9244 -0.4526 0.253
C -4.8436 -5.6927 0.8805 -0.410
C -5.2798 -6.2263 -0.4411 0.298
O -4.3831 -5.6288 -1.3499 -0.280
C -3.2366 -5.4334 -0.6401 0.686
O -2.1519 -5.1940 -1.1442 -0.523
O -3.4485 -5.5463 0.7067 -0.272
F -6.5305 -5.8093 -0.7405 -0.285
H -5.2850 -4.7171 1.1102 0.278
H -5.0664 -6.3804 1.7008 0.263
H -5.2194 -7.3164 -0.5271 0.301



122
Properties=species:S:1:pos:R:3:mulliken_charge:R:1 method="wB97M-V/def2-TZVPD" e_homo_ev=-6.63 e_tot_ha=-6134.59536 charge=0 orbital_gap_ev=6.518
Y 0.8606 -0.0611 -0.5842 2.603
C -6.1675 2.7026 1.7060 -1.580
C -5.6743 1.2697 1.5092 1.270
C -4.9110 0.7581 2.7295 -1.525
C -6.8844 0.3661 1.2822 -2.181
N -4.7920 1.2137 0.3091 0.571
C -5.0517 0.4531 -0.8239 -0.794
C -4.0332 0.6353 -1.6796 -0.860
N -3.1391 1.5143 -1.0978 0.792
B -1.7471 1.8621 -1.6194 0.630
N -1.5965 1.3679 -3.0953 0.467
C -1.8242 2.1591 -4.2012 -0.974
C -1.6859 1.3925 -5.2976 -0.850
N -1.3608 0.1144 -4.8727 0.464
C -1.3006 0.1204 -3.5130 0.751
S -0.9688 -1.1949 -2.4616 -0.689
C -1.1337 -1.0431 -5.7892 1.198
C 0.3109 -1.5106 -5.6519 -1.183
C -2.1314 -2.1533 -5.4615 -1.583
C -1.3679 -0.5931 -7.2288 -2.328
N -1.5522 3.3941 -1.6059 0.019
C -2.5718 4.2934 -1.8304 -1.625
C -2.1323 5.5147 -1.4857 -0.247
N -0.8327 5.3717 -1.0231 0.661
C -0.4943 4.0585 -1.1062 -0.091
S 1.0150 3.3509 -0.6832 -0.300
C -0.0124 6.4869 -0.4648 1.305
C 1.2436 6.6750 -1.3148 -1.092
C -0.8301 7.7745 -0.5231 -2.272
C 0.3145 6.1904 0.9988 -1.542
C -3.6069 1.8780 0.1370 0.115
S -2.8271 2.9385 1.1920 -0.324
H -6.8227 2.7388 2.5780 0.476
H -6.7367 3.0302 0.8330 0.380
H -5.3336 3.3827 1.8619 0.273
H -5.5781 0.7658 3.5936 0.506
H -4.0433 1.3763 2.9419 0.263
H -4.5681 -0.2642 2.5621 0.364
H -7.5139 0.4243 2.1695 0.455
H -6.5940 -0.6770 1.1490 0.448
H -7.4827 0.6868 0.4278 0.466
H -5.9193 -0.1678 -0.9241 0.508
H -3.8616 0.1874 -2.6413 0.556
H -0.9067 1.3979 -0.8913 -0.069
H -2.0612 3.2037 -4.1203 0.649
H -1.7917 1.6539 -6.3318 0.557
H 0.5297 -1.7928 -4.6277 -0.228
H 0.9987 -0.7139 -5.9418 0.402
H 0.4793 -2.3700 -6.3027 0.509
H -1.9923 -2.5366 -4.4542 0.271
H -1.9954 -2.9723 -6.1690 0.505
H -3.1540 -1.7830 -5.5573 0.402
H -0.6703 0.1884 -7.5324 0.485
H -2.3902 -0.2484 -7.3898 0.503
H -1.2020 -1.4540 -7.8754 0.446
H -3.5433 3.9740 -2.1639 0.679
H -2.6456 6.4553 -1.4992 0.579
H 0.9717 6.9075 -2.3465 0.384
H 1.8607 5.7801 -1.3085 -0.127
H 1.8229 7.5086 -0.9145 0.504
H -1.0936 8.0470 -1.5462 0.479
H -0.2176 8.5762 -0.1121 0.458
H -1.7367 7.7070 0.0788 0.492
H 0.9280 5.2998 1.1021 0.219
H -0.6054 6.0406 1.5658 0.364
H 0.8522 7.0407 1.4220 0.505
O -0.2583 -1.6377 2.6291 -0.580
Cl -0.7193 -0.4718 1.9627 1.613
O -1.6829 0.2288 2.7191 -0.536
O 0.4411 0.4185 1.6499 -0.531
O -1.2313 -0.8174 0.6227 -0.634
O 1.3597 1.1301 -2.6971 -0.174
H 1.2961 2.0615 -2.3648 -0.032
H 2.2303 1.0481 -3.1070 -0.079
Cl 2.9219 -4.5173 -3.8119 -0.209
C 2.0593 -3.3279 -2.8321 0.405
Cl 2.7751 -1.7070 -3.0073 -0.093
H 2.1260 -3.5956 -1.7878 -0.425
H 1.0321 -3.2620 -3.1720 0.266
O 2.9937 0.6258 -0.2037 -0.522
S 3.8456 1.8735 -0.0519 0.453
C 4.3490 2.2186 -1.7305 0.867
C 4.2396 3.5146 -2.2008 -0.265
C 4.5418 3.7728 -3.5340 -0.634
C 4.9249 2.7369 -4.3702 -0.604
C 5.0241 1.4349 -3.8831 -0.515
C 4.7435 1.1693 -2.5541 -0.452
C 5.3957 1.2936 0.5896 0.383
C 6.2424 2.2413 1.1453 -0.529
C 7.4767 1.8308 1.6250 -0.748
C 7.8331 0.4904 1.5563 -0.659
C 6.9607 -0.4448 1.0174 -0.770
C 5.7252 -0.0494 0.5275 0.147
H 3.8924 4.3025 -1.5447 0.314
H 4.4567 4.7803 -3.9190 0.429
H 5.1467 2.9390 -5.4100 0.399
H 5.3242 0.6281 -4.5395 0.485
H 4.8091 0.1614 -2.1612 0.211
H 5.9398 3.2799 1.2095 0.485
H 8.1510 2.5528 2.0655 0.403
H 8.7916 0.1701 1.9434 0.404
H 7.2320 -1.4923 0.9975 0.384
H 5.0148 -0.7686 0.1406 0.049
C 0.6730 -4.9305 2.7945 -0.878
C 2.0511 -5.0168 2.1845 -0.399
O 2.1283 -4.2180 0.9876 -0.316
P 2.6409 -2.7080 0.8910 -0.496
O 1.5564 -1.9985 0.0578 -0.743
Te 3.4028 -1.8005 2.8979 -0.256
O 3.8190 -2.8498 -0.2107 0.454
C 4.9772 -3.6424 0.0800 -0.376
C 5.9380 -3.5057 -1.0787 -1.089
H 0.6189 -5.5828 3.6682 0.427
H -0.0877 -5.2408 2.0777 0.274
H 0.4588 -3.9097 3.1076 0.089
H 2.2895 -6.0307 1.8616 0.295
H 2.8146 -4.6799 2.8873 0.381
H 4.6692 -4.6832 0.2113 0.375
H 5.4150 -3.2944 1.0207 0.307
H 5.4599 -3.8165 -2.0077 0.210
H 6.8149 -4.1333 -0.9128 0.414
H 6.2713 -2.4723 -1.1917 0.152